Record 1
Formula: C22H41BN6O3SSiTi
Source: the OMol25 dataset
Level of theory: ωB97M-V/def2-TZVPD

Positions of all 76 atoms, in Å:
1 H 0.68954 3.10634 -1.72871
2 N 0.45027 1.53006 -3.13055
3 B 0.06478 0.07478 -5.20559
4 N 0.43014 1.44479 -4.51479
5 C 0.64929 2.67052 -5.00258
6 Ti 0.26084 -0.15594 -2.24302
7 H 0.69190 2.82586 -6.06127
8 C 0.81444 3.57086 -3.94522
9 H 1.04061 4.61388 -4.01330
10 C 0.67025 2.83745 -2.77582
11 H 0.05738 0.22816 -6.41633
12 C -1.59203 -2.24865 -0.43275
13 H -1.17028 -2.99059 0.29142
14 H -0.80063 -1.79908 -1.15459
15 H -2.38615 -2.75623 -1.00940
16 N -1.35170 -0.30618 -4.65667
17 N 1.07067 -1.05281 -4.79974
18 N -1.62000 -0.47739 -3.31602
19 N 1.27211 -1.37518 -3.46454
20 C -2.48511 -0.43887 -5.36797
21 C 1.83936 -1.85130 -5.56199
22 H -2.45355 -0.32658 -6.45379
23 H 1.82131 -1.76285 -6.63890
24 C -3.54015 -0.70986 -4.48814
25 C 2.55940 -2.71797 -4.73996
26 C -2.95596 -0.74243 -3.20865
27 C 2.18137 -2.40824 -3.42838
28 H -4.57987 -0.86804 -4.75234
29 H 3.26307 -3.46745 -5.05463
30 H -3.43324 -0.97382 -2.26000
31 H 2.48855 -2.83980 -2.49035
32 H -2.14103 -1.50001 0.16254
33 C 1.38268 3.06476 3.31678
34 C 2.26266 1.87793 2.93253
35 C 3.04850 2.16484 1.65202
36 C 3.23908 1.56038 4.06423
37 O 1.41383 0.71519 2.74927
38 Si 0.32092 0.18965 1.61467
39 S 1.28045 0.16342 -0.21658
40 O -0.16950 -1.34272 2.07639
41 C 0.58098 -2.21570 2.97943
42 C 1.93754 -2.51565 2.34948
43 C 0.76605 -1.51694 4.31408
44 C -0.24850 -3.47857 3.18306
45 O -0.99265 1.16914 1.57368
46 C -2.41571 1.01354 1.94854
47 C -3.31166 0.73489 0.73705
48 C -2.54098 -0.08073 2.99962
49 C -2.82855 2.33626 2.57863
50 H 2.02246 3.95438 3.41415
51 H 0.89105 2.86681 4.28053
52 H 0.61707 3.26135 2.55378
53 H 3.73613 3.00718 1.84167
54 H 3.65899 1.29554 1.36059
55 H 2.37650 2.46349 0.83137
56 H 2.70190 1.42898 5.01326
57 H 3.83288 0.66236 3.84424
58 H 3.94272 2.40142 4.17866
59 H 2.55324 -1.60597 2.30577
60 H 2.47677 -3.24102 2.97420
61 H 1.82597 -2.93567 1.34221
62 H -0.20067 -1.24754 4.75084
63 H 1.30536 -2.17850 5.00147
64 H 1.37575 -0.61839 4.20308
65 H -1.21746 -3.23804 3.63506
66 H -0.42409 -4.01089 2.24259
67 H 0.27988 -4.16091 3.86377
68 H -3.20015 -0.27226 0.32705
69 H -4.37127 0.77404 1.05448
70 H -3.15356 1.47178 -0.06534
71 H -1.87832 0.15465 3.84915
72 H -3.57556 -0.11071 3.38208
73 H -2.31326 -1.08061 2.59749
74 H -2.18573 2.53928 3.44426
75 H -2.73495 3.15265 1.85233
76 H -3.87236 2.29346 2.93035

Properties
- Charge: +2
- Highest occupied orbital energy: -0.54654 Eh
- Energy above the lowest of the compared OMol25 structures with the same formula, charge and spin: 0.00 kcal/mol
- HOMO-LUMO gap: 6.45 eV
- Total energy: -2978.87165 a.u.

---

Record 2
Formula: C22H41BN6O4SiV
Source: the OMol25 dataset
Level of theory: ωB97M-V/def2-TZVPD

Positions of all 76 atoms, in Å:
1 C -0.95276 1.57285 -2.32695
2 N -0.87127 0.22606 -2.42292
3 N -2.06515 -0.19230 -3.01155
4 C -2.65767 0.88112 -3.57233
5 C -2.01011 2.01990 -3.13313
6 B -2.68727 -1.61750 -3.10632
7 N -1.40277 -2.44510 -3.41878
8 N -0.09341 -2.31851 -2.92241
9 C 0.61445 -3.35315 -3.43235
10 C -0.14654 -3.98090 -4.42343
11 C -1.38582 -3.36234 -4.40794
12 V 0.93781 -0.87093 -1.70204
13 N -3.94584 -2.09803 -2.01770
14 N -3.65829 -2.57899 -0.72308
15 C -4.76590 -2.61279 -0.00542
16 C -5.88056 -2.40579 -0.86219
17 C -5.32287 -2.10015 -2.11059
18 H -4.72475 -2.74524 1.08539
19 H -5.85955 -1.92183 -3.02707
20 H -6.90963 -2.48994 -0.55286
21 H -3.42383 -1.62194 -4.07329
22 H -2.29584 -3.56309 -4.95292
23 H -3.54370 0.74609 -4.17821
24 H 0.14002 -4.82415 -5.02406
25 H -2.30550 3.03510 -3.31846
26 H 1.54826 -3.66876 -2.98650
27 H -0.39205 2.11675 -1.57286
28 H -0.22270 -2.15959 -0.43994
29 C 0.80658 -2.52252 -0.45487
30 H 0.78206 -3.51318 -0.93698
31 H 1.69593 -1.86164 -0.85489
32 H 0.98799 -2.57016 0.62879
33 C 2.00628 3.81393 -1.26883
34 C 2.35292 2.46962 -0.62821
35 C 2.41002 1.31702 -1.66255
36 C 3.67491 2.58112 0.12368
37 O 1.28721 2.25755 0.36627
38 Si 1.01112 0.76271 1.03171
39 O 0.33947 -0.15515 -0.05399
40 O 2.45980 0.04114 1.42864
41 C 2.98383 -0.12589 2.77636
42 C 4.36397 -0.74313 2.56449
43 C 3.06443 1.23922 3.45471
44 C 2.09041 -1.07429 3.57594
45 O 0.15579 0.99607 2.41461
46 C -1.21602 1.26858 2.85047
47 C -2.20488 0.57229 1.91538
48 C -1.34357 0.74016 4.27671
49 C -1.44994 2.77832 2.87013
50 H 2.76861 4.09790 -2.00660
51 H 1.96685 4.59545 -0.49601
52 H 1.02518 3.78343 -1.76076
53 H 3.10229 1.63469 -2.46127
54 H 2.81171 0.37228 -1.22768
55 H 1.41978 1.12516 -2.13758
56 H 3.61562 3.36710 0.89022
57 H 3.93229 1.62724 0.60245
58 H 4.48164 2.84554 -0.57355
59 H 4.97533 -0.09654 1.92096
60 H 4.86701 -0.87106 3.53102
61 H 4.26164 -1.72027 2.07146
62 H 2.06049 1.62363 3.68016
63 H 3.61276 1.13728 4.39918
64 H 3.59316 1.96126 2.81902
65 H 1.08742 -0.64913 3.70645
66 H 1.99931 -2.04092 3.06417
67 H 2.52906 -1.23694 4.57252
68 H -2.01536 -0.50727 1.88926
69 H -3.24398 0.73327 2.25202
70 H -2.10579 0.95496 0.89276
71 H -0.63578 1.24758 4.94691
72 H -2.35555 0.94504 4.65124
73 H -1.17056 -0.34261 4.33284
74 H -0.78513 3.26132 3.59836
75 H -1.28866 3.22828 1.88268
76 H -2.48439 2.98471 3.18211

Properties
- Charge: +2
- Highest occupied orbital energy (alpha / beta): -0.53933 / -0.53933 Eh
- HOMO-LUMO gap (alpha / beta): 6.45 / 4.96 eV
- Total energy: -2750.23297 a.u.
- Multiplicity: 4

---

Record 3
Formula: C22H41BrCoN2O8P2
Source: the OMol25 dataset
Level of theory: ωB97M-V/def2-TZVPD

Positions of all 77 atoms, in Å:
1 Co 0.74298 1.62236 -1.35832
2 C 3.03500 3.99614 0.70591
3 C 3.20960 4.24885 -0.79547
4 O 4.15205 5.28690 -1.02849
5 P 3.78681 2.74464 -1.61395
6 O 5.20140 2.41825 -0.97592
7 O 4.11165 3.10880 -3.10814
8 O 2.82003 1.62983 -1.42613
9 P 1.57279 4.73551 -1.49726
10 O 1.98815 4.86283 -3.07533
11 O 1.22081 6.06430 -0.96107
12 O 0.64036 3.55636 -1.37387
13 H 4.00038 3.75576 1.15165
14 H 2.32997 3.18885 0.89398
15 H 2.64846 4.90690 1.16524
16 H 3.67282 6.12275 -0.92721
17 H 5.45122 1.48975 -1.06936
18 H 3.47920 3.76071 -3.46855
19 H 1.56327 5.61586 -3.50204
20 C -4.02924 -4.54405 -0.68919
21 C -4.24680 -3.05108 -0.93126
22 C -5.14076 -2.89053 -2.16777
23 C -4.96836 -2.46329 0.28884
24 C -2.93169 -2.30262 -1.14738
25 C -2.94799 -0.93750 -1.42109
26 C -1.76057 -0.27238 -1.60701
27 Br -1.83751 1.58392 -2.03152
28 C -0.48352 -0.86863 -1.53729
29 O 0.61677 -0.16970 -1.76358
30 C -0.46580 -2.25555 -1.27341
31 C -1.68854 -2.91079 -1.09094
32 C 0.78678 -3.15398 -1.22279
33 C 0.70195 -4.16304 -2.37759
34 C 0.80092 -3.91686 0.11220
35 C 2.13961 -2.44591 -1.33677
36 H -4.99473 -5.03479 -0.55344
37 H -3.43557 -4.72769 0.20843
38 H -3.52933 -5.02215 -1.53358
39 H -6.07962 -3.43116 -2.02866
40 H -4.64657 -3.28304 -3.05805
41 H -5.38375 -1.84389 -2.35493
42 H -5.92036 -2.97347 0.45327
43 H -5.17701 -1.40115 0.15347
44 H -4.35961 -2.57324 1.18835
45 H -3.87918 -0.39152 -1.49493
46 H -1.65367 -3.97433 -0.90300
47 H -0.20010 -4.77334 -2.31740
48 H 1.56502 -4.83288 -2.35821
49 H 0.69407 -3.64449 -3.33761
50 H -0.07504 -4.55154 0.24689
51 H 0.83943 -3.21811 0.95138
52 H 1.68404 -4.55784 0.16190
53 H 2.26425 -1.93275 -2.28557
54 H 2.92102 -3.20560 -1.23770
55 H 2.27542 -1.71202 -0.54851
56 C 0.05684 -0.52130 4.41079
57 C 0.81297 0.74867 4.05189
58 N 0.29525 1.39824 2.85206
59 C -0.87007 2.26150 3.02235
60 C -0.52896 3.74032 2.89008
61 C 0.76018 1.11827 1.61131
62 C 1.97675 0.25257 1.48357
63 N 0.21680 1.58451 0.53653
64 H 0.44535 -0.95070 5.33460
65 H 0.14752 -1.26794 3.62093
66 H -1.00481 -0.31622 4.55494
67 H 1.87358 0.54523 3.92288
68 H 0.74069 1.47459 4.86463
69 H -1.27632 2.05465 4.01271
70 H -1.65291 1.96896 2.31591
71 H 0.20425 4.02951 3.64393
72 H -1.42099 4.35090 3.03000
73 H -0.11321 3.97475 1.90958
74 H 2.82673 0.70668 1.99598
75 H 2.22112 0.14515 0.43290
76 H 1.80706 -0.73221 1.92047
77 H -0.59873 2.16546 0.69073

Properties
- Charge: 0
- Highest occupied orbital energy (alpha / beta): -0.27391 / -0.27829 Eh
- Energy above the lowest of the compared OMol25 structures with the same formula, charge and spin: 0.00 kcal/mol
- HOMO-LUMO gap (alpha / beta): 7.85 / 7.97 eV
- Total energy: -6214.11167 a.u.
- Multiplicity: 2

---

> The lowest charge belongs to which entry?

C22H41BrCoN2O8P2